(1)
Below is a cluster of 8 separate species, C16H48O8 in total in a non-equilibrium geometry, with properties calculated with wB97M-V/def2-TZVPD.

Results
Energy above the lowest of the compared OMol25 structures with the same formula, charge and spin   58.3 kcal/mol
SMILES   CCO.CCO.CCO.CCO.CCO.CCO.CCO.CCO
Strongest force on any atom   0.0307 hartree/bohr
HOMO-LUMO gap   10.312 eV
2S+1   1

Last column: Mulliken charge in e.
Cartesian coordinates (Å):
C (4.92, -5.14, 17.47)  -0.94
C (3.57, -5.10, 18.16)  -0.23
O (2.66, -4.24, 17.47)  -0.50
H (5.25, -4.13, 17.21)  0.31
H (4.81, -5.66, 16.52)  0.20
H (5.72, -5.63, 18.02)  0.34
H (3.65, -4.75, 19.20)  0.28
H (3.12, -6.09, 18.16)  0.25
H (3.05, -3.36, 17.45)  0.25
C (2.86, -7.02, 12.20)  -0.71
C (4.24, -6.92, 11.58)  -0.28
O (4.21, -6.80, 10.16)  -0.52
H (2.29, -7.89, 11.89)  0.15
H (2.26, -6.18, 11.82)  0.22
H (2.93, -6.93, 13.29)  0.31
H (4.83, -7.80, 11.82)  0.26
H (4.75, -6.04, 12.00)  0.27
H (3.31, -6.92, 9.84)  0.30
C (-0.49, -2.18, 9.86)  -0.71
C (-0.74, -2.49, 8.40)  -0.26
O (0.31, -3.36, 7.92)  -0.52
H (-0.97, -1.28, 10.25)  0.37
H (0.56, -2.22, 10.16)  0.31
H (-0.96, -2.97, 10.47)  0.00
H (-0.76, -1.59, 7.79)  0.33
H (-1.68, -3.03, 8.28)  0.20
H (0.67, -2.98, 7.12)  0.30
C (-0.41, -4.81, 13.21)  -0.33
C (0.27, -4.07, 14.33)  -0.21
O (1.03, -5.02, 15.08)  -0.50
H (-1.19, -4.23, 12.72)  0.30
H (-0.82, -5.77, 13.51)  -0.09
H (0.30, -4.95, 12.38)  0.03
H (-0.41, -3.53, 15.01)  0.18
H (0.90, -3.26, 13.93)  0.31
H (1.45, -4.59, 15.83)  0.20
C (-0.46, -8.35, 12.14)  -0.82
C (-0.13, -9.83, 11.97)  -0.32
O (-1.06, -10.49, 11.13)  -0.54
H (-1.48, -8.24, 12.49)  0.47
H (-0.34, -7.87, 11.17)  0.48
H (0.19, -7.90, 12.89)  -0.06
H (-0.08, -10.35, 12.93)  0.22
H (0.85, -9.96, 11.51)  0.33
H (-1.94, -10.16, 11.31)  0.30
C (-1.04, -9.44, 15.78)  -0.93
C (0.04, -8.48, 16.21)  -0.04
O (-0.42, -7.15, 16.11)  -0.46
H (-2.00, -9.11, 16.20)  0.32
H (-0.87, -10.44, 16.18)  0.35
H (-1.13, -9.44, 14.70)  -0.02
H (0.93, -8.64, 15.58)  0.21
H (0.38, -8.73, 17.22)  0.34
H (0.23, -6.59, 15.66)  0.31
C (-4.19, -5.45, 13.58)  -0.83
C (-5.22, -6.53, 13.85)  -0.30
O (-5.75, -6.47, 15.16)  -0.52
H (-3.76, -5.55, 12.59)  0.35
H (-3.45, -5.49, 14.39)  0.21
H (-4.66, -4.46, 13.64)  0.27
H (-4.73, -7.51, 13.71)  0.22
H (-6.07, -6.50, 13.17)  0.32
H (-5.04, -6.28, 15.78)  0.30
C (-3.23, -1.83, 15.45)  -0.67
C (-3.87, -0.56, 14.91)  -0.33
O (-3.00, 0.53, 15.14)  -0.53
H (-2.23, -1.92, 15.04)  0.09
H (-3.92, -2.64, 15.22)  0.19
H (-3.15, -1.81, 16.54)  0.37
H (-4.83, -0.41, 15.42)  0.30
H (-4.07, -0.68, 13.84)  0.27
H (-3.47, 1.35, 14.98)  0.30



(2)
Below is a cluster of 8 separate species, C16H48O8 in total in a non-equilibrium geometry, with properties calculated with wB97M-V/def2-TZVPD.

Results
Energy above the lowest of the compared OMol25 structures with the same formula, charge and spin   110.2 kcal/mol
SMILES   CCO.CCO.CCO.CCO.CCO.CCO.CCO.CCO
Strongest force on any atom   0.0577 hartree/bohr
HOMO-LUMO gap   9.786 eV
2S+1   1

Last column: Mulliken charge in e.
Cartesian coordinates (Å):
C (-3.37, 3.73, 2.55)  -0.71
C (-3.47, 5.28, 2.55)  -0.23
O (-2.52, 5.75, 1.64)  -0.48
H (-4.07, 3.19, 1.92)  0.28
H (-3.50, 3.41, 3.58)  0.36
H (-2.43, 3.40, 2.10)  0.00
H (-3.02, 5.65, 3.48)  0.31
H (-4.46, 5.64, 2.31)  0.26
H (-2.27, 6.68, 1.73)  0.26
C (3.96, 0.26, 4.52)  -0.84
C (5.25, 1.01, 4.28)  -0.28
O (5.14, 1.48, 2.95)  -0.47
H (3.11, 0.85, 4.87)  0.25
H (4.17, -0.36, 5.39)  0.33
H (3.55, -0.32, 3.70)  0.19
H (6.03, 0.31, 4.58)  0.24
H (5.36, 1.84, 4.98)  0.30
H (5.13, 0.72, 2.36)  0.28
C (2.38, 0.32, -2.79)  -0.77
C (3.68, 0.30, -2.08)  -0.20
O (3.46, -0.27, -0.83)  -0.48
H (2.43, 0.92, -3.70)  0.42
H (1.51, 0.61, -2.20)  -0.06
H (2.03, -0.67, -3.07)  0.20
H (4.20, 1.25, -1.99)  0.36
H (4.29, -0.42, -2.63)  0.33
H (4.33, -0.27, -0.42)  0.23
C (-0.27, 0.85, 1.34)  -0.93
C (1.10, 0.51, 0.76)  0.20
O (0.99, -0.62, -0.09)  -0.40
H (-0.55, 0.12, 2.09)  0.21
H (-1.05, 0.76, 0.58)  0.09
H (-0.43, 1.83, 1.78)  0.37
H (1.76, 0.25, 1.59)  -0.08
H (1.59, 1.34, 0.23)  0.33
H (1.78, -0.71, -0.63)  0.17
C (-2.47, -3.91, 1.67)  -1.34
C (-1.79, -2.60, 1.49)  0.17
O (-2.20, -1.91, 0.35)  -0.54
H (-3.54, -3.94, 1.89)  0.35
H (-2.00, -4.58, 2.38)  0.35
H (-2.50, -4.44, 0.72)  0.31
H (-0.73, -2.80, 1.42)  0.14
H (-1.95, -1.95, 2.34)  0.29
H (-1.50, -1.92, -0.30)  0.24
C (1.10, -5.67, -1.87)  -1.36
C (0.82, -4.16, -1.63)  0.69
O (1.06, -3.92, -0.28)  -0.62
H (0.77, -6.32, -1.06)  0.33
H (2.19, -5.72, -1.83)  0.32
H (0.71, -6.06, -2.80)  0.35
H (-0.24, -3.89, -1.63)  -0.05
H (1.48, -3.48, -2.17)  0.05
H (0.86, -2.99, -0.23)  0.18
C (-2.21, 2.70, -1.59)  -0.60
C (-2.30, 4.19, -1.46)  -0.42
O (-1.74, 4.91, -2.50)  -0.54
H (-2.64, 2.23, -0.70)  0.23
H (-1.13, 2.54, -1.65)  0.10
H (-2.76, 2.33, -2.45)  0.34
H (-1.94, 4.64, -0.53)  0.21
H (-3.37, 4.43, -1.42)  0.33
H (-2.30, 5.69, -2.58)  0.34
C (-1.70, -2.40, -4.27)  -1.22
C (-2.00, -1.98, -2.90)  -0.22
O (-0.67, -1.70, -2.43)  -0.12
H (-2.57, -2.07, -4.84)  0.41
H (-1.69, -3.48, -4.44)  0.29
H (-0.83, -1.89, -4.69)  0.24
H (-2.72, -2.62, -2.38)  0.31
H (-2.61, -1.08, -2.85)  0.44
H (-0.73, -0.78, -2.17)  -0.03



(3)
Below is a structure of composition C16H51BCl3FeO18P3 in a non-equilibrium geometry, with properties calculated with wB97M-V/def2-TZVPD.

Results
⟨S²⟩   8.76
Strongest force on any atom   0.0928 hartree/bohr
HOMO-LUMO gap (alpha / beta)   9.923 / 8.122 eV
Total charge   +1
2S+1   6

Last column: Löwdin spin population.
Cartesian coordinates (Å):
Fe (0.15, -0.77, -2.25)  4.24
Cl (-1.41, 0.27, -3.79)  0.21
B (-0.15, 0.60, -0.76)  0.15
H (0.61, -0.13, -0.51)  0.04
H (-0.37, 1.30, 0.02)  0.03
H (0.15, 1.08, -1.67)  0.04
H (-1.05, 0.05, -1.02)  0.04
C (4.86, 6.28, 0.87)  0.00
O (5.12, 4.90, 1.08)  0.00
P (3.96, 3.81, 0.52)  0.00
O (4.43, 2.39, 0.34)  0.00
O (2.83, 3.87, 1.71)  0.00
C (1.81, 2.87, 1.76)  0.00
O (3.34, 4.57, -0.80)  0.00
C (2.38, 3.96, -1.66)  0.00
H (5.22, 6.67, -0.08)  0.00
H (5.26, 6.82, 1.73)  0.00
H (3.80, 6.53, 0.94)  0.00
H (1.83, 2.24, 2.65)  0.00
H (1.96, 2.20, 0.91)  0.00
H (0.81, 3.31, 1.71)  0.00
H (1.47, 4.55, -1.69)  0.00
H (2.24, 2.91, -1.38)  0.00
H (2.75, 3.94, -2.69)  0.00
C (-5.79, 3.19, 2.56)  0.00
O (-4.43, 2.67, 2.78)  0.00
P (-4.18, 1.08, 2.51)  0.00
O (-4.30, 0.71, 1.08)  0.00
O (-2.75, 0.81, 3.25)  0.00
C (-1.57, 1.32, 2.64)  0.00
O (-5.22, 0.28, 3.47)  0.00
C (-5.25, 0.47, 4.87)  0.00
H (-6.55, 2.43, 2.72)  0.00
H (-5.78, 3.61, 1.55)  0.00
H (-6.08, 3.97, 3.27)  0.00
H (-0.91, 1.82, 3.35)  0.00
H (-1.88, 2.04, 1.88)  0.00
H (-0.90, 0.56, 2.25)  0.00
H (-6.26, 0.54, 5.25)  0.00
H (-4.65, 1.30, 5.24)  0.00
H (-4.79, -0.39, 5.35)  0.00
C (2.10, -1.87, 1.91)  0.00
O (2.80, -2.49, 0.90)  0.00
P (2.12, -3.07, -0.48)  0.01
O (1.44, -2.04, -1.34)  0.05
O (1.02, -4.15, 0.03)  0.00
C (1.26, -5.39, 0.71)  0.00
O (3.37, -3.92, -1.17)  0.00
C (3.33, -4.50, -2.49)  0.00
H (2.58, -0.96, 2.27)  0.00
H (2.24, -2.50, 2.79)  0.00
H (1.05, -1.73, 1.65)  0.00
H (2.35, -5.45, 0.75)  0.00
H (0.71, -6.24, 0.31)  0.00
H (0.90, -5.23, 1.72)  0.00
H (2.40, -4.31, -3.02)  0.00
H (3.52, -5.57, -2.41)  0.00
H (4.13, -4.09, -3.12)  0.00
C (-1.24, -3.37, -2.37)  0.01
C (-0.66, -3.16, -3.76)  0.00
O (0.50, -2.34, -3.71)  0.04
O (-1.22, -2.19, -1.72)  0.07
H (-0.69, -4.12, -1.80)  0.00
H (-2.24, -3.80, -2.31)  0.00
H (-1.36, -2.76, -4.48)  0.00
H (-0.46, -4.15, -4.17)  0.00
H (1.09, -2.50, -4.46)  0.00
H (-1.99, -2.16, -1.14)  0.00
C (-3.95, -2.61, 0.68)  0.00
C (-2.75, -2.75, 1.63)  0.00
O (-1.47, -3.22, 1.13)  0.00
O (-3.62, -1.61, -0.34)  0.00
H (-4.81, -2.43, 1.33)  0.00
H (-4.17, -3.58, 0.23)  0.00
H (-3.06, -3.42, 2.43)  0.00
H (-2.59, -1.75, 2.05)  0.00
H (-0.92, -3.44, 1.88)  0.00
H (-3.66, -0.76, 0.11)  0.00
C (3.89, 0.37, -2.07)  0.00
C (3.13, -0.34, -3.18)  0.00
O (1.78, 0.09, -3.23)  0.05
O (3.19, 0.31, -0.82)  0.00
H (4.07, 1.40, -2.36)  0.00
H (4.89, -0.06, -2.03)  0.00
H (3.15, -1.41, -2.96)  0.00
H (3.52, -0.26, -4.19)  0.00
H (1.77, 0.93, -3.70)  0.00
H (3.63, 0.99, -0.30)  0.00
C (-2.32, 3.24, -1.13)  0.00
Cl (-3.71, 4.25, -1.79)  0.00
Cl (-1.62, 4.04, 0.26)  0.00
H (-2.55, 2.23, -0.80)  0.00
H (-1.54, 3.18, -1.89)  0.00